Formula: C62H181N39O31
Source: the Open Molecules 2025 dataset
Level of theory: ωB97M-V/def2-TZVPD

Each line ends with the Mulliken charge.
CARTESIAN COORDINATES (ANGSTROEM)
C -4.155 -2.039 2.611  0.046
O -3.553 -2.964 3.163  -0.508
N -3.623 -0.977 2.084  1.306
N -5.441 -1.934 2.475  -0.219
H -2.621 -0.850 2.077  0.337
H -4.236 -0.190 1.925  -0.244
H -6.130 -2.620 2.749  0.280
H -5.716 -1.178 1.865  -0.057
C -5.444 2.210 5.433  0.769
O -5.341 1.240 4.713  -0.712
N -6.116 3.316 5.153  -0.469
N -4.792 2.415 6.522  -0.353
H -6.609 3.370 4.274  0.225
H -6.162 4.027 5.869  0.159
H -4.325 1.586 6.860  -0.168
H -4.571 3.336 6.874  0.271
C -1.004 6.263 5.129  0.555
O -0.092 6.291 5.983  -0.765
N -0.856 5.968 3.884  -0.002
N -2.241 6.611 5.454  -0.403
H -1.627 6.093 3.244  0.050
H 0.092 5.967 3.536  0.030
H -2.310 7.189 6.280  0.214
H -2.901 6.502 4.697  0.322
C 2.900 4.786 -4.578  0.665
O 3.052 5.947 -4.270  -0.853
N 3.842 4.108 -5.068  -0.216
N 1.797 4.109 -4.567  0.485
H 3.724 3.115 -4.928  0.013
H 4.767 4.440 -5.302  0.239
H 1.888 3.108 -4.659  -0.004
H 0.956 4.474 -4.143  -0.362
C -1.466 -5.703 2.111  -0.100
O -0.994 -6.704 1.636  -0.870
N -1.797 -4.588 1.469  1.603
N -1.842 -5.606 3.320  0.033
H -2.647 -4.155 1.799  -0.491
H -1.662 -4.520 0.470  -0.268
H -2.095 -4.735 3.765  -0.078
H -1.909 -6.482 3.819  0.292
C 1.540 -7.190 -1.378  0.454
O 2.523 -7.336 -2.027  -0.687
N 1.271 -7.741 -0.187  -0.245
N 0.539 -6.392 -1.667  0.033
H 0.430 -7.540 0.336  0.201
H 1.965 -8.410 0.115  0.318
H 0.639 -6.033 -2.606  0.176
H -0.311 -6.248 -1.141  0.105
C -5.805 -1.136 -3.275  0.637
O -5.917 -1.983 -4.160  -0.740
N -5.867 -1.464 -2.009  -0.182
N -5.507 0.133 -3.587  -0.246
H -5.792 -0.733 -1.315  0.293
H -5.936 -2.456 -1.832  0.172
H -5.270 0.366 -4.541  0.131
H -5.293 0.701 -2.780  0.010
C 4.839 -1.777 -0.849  -0.302
O 3.637 -1.795 -1.209  0.522
N 5.388 -2.605 -0.012  0.069
N 5.740 -0.929 -1.339  -0.250
H 6.378 -2.523 0.170  0.162
H 4.943 -3.478 0.234  -0.075
H 6.730 -1.100 -1.231  0.191
H 5.365 -0.150 -1.862  0.190
C -4.911 3.853 -1.430  0.794
O -5.361 2.691 -1.461  -0.776
N -4.443 4.541 -2.433  -0.225
N -4.794 4.514 -0.329  -0.211
H -3.953 5.398 -2.215  0.141
H -4.312 4.166 -3.362  0.164
H -4.944 3.877 0.441  -0.210
H -4.137 5.280 -0.358  0.101
C 3.215 0.421 -5.711  0.357
O 2.328 0.937 -5.093  -0.411
N 4.442 0.366 -5.316  -0.179
N 3.100 -0.161 -6.870  -0.449
H 4.708 0.766 -4.428  0.082
H 5.031 -0.264 -5.842  0.180
H 2.182 -0.295 -7.268  0.169
H 3.910 -0.520 -7.354  0.135
C -1.146 -4.379 -5.361  0.422
O -1.394 -4.534 -4.150  -0.560
N -1.945 -4.338 -6.445  -0.357
N 0.101 -4.142 -5.684  -0.052
H -2.940 -4.492 -6.365  0.260
H -1.442 -4.188 -7.308  0.097
H 0.763 -4.090 -4.923  -0.231
H 0.323 -4.272 -6.661  0.197
C -1.499 6.356 -0.847  0.695
O -2.692 6.700 -0.788  -0.871
N -0.913 5.616 0.050  0.496
N -0.615 6.732 -1.734  -0.264
H -1.581 5.125 0.626  -0.404
H 0.071 5.389 0.079  0.051
H -1.058 7.342 -2.406  0.350
H 0.394 6.681 -1.703  0.123
C -1.908 5.298 -5.448  0.374
O -1.223 4.308 -5.640  -0.241
N -1.940 5.850 -4.230  -0.068
N -2.518 5.988 -6.289  -0.371
H -2.509 6.676 -4.108  0.281
H -1.274 5.724 -3.481  -0.280
H -3.320 6.540 -6.020  0.185
H -2.501 5.824 -7.285  0.261
C -5.117 -6.948 1.804  0.554
O -6.080 -7.261 2.454  -0.712
N -4.308 -7.820 1.210  -0.318
N -4.697 -5.706 1.695  0.051
H -4.563 -8.792 1.310  0.216
H -3.397 -7.559 0.859  0.199
H -3.976 -5.427 1.044  0.105
H -5.201 -4.997 2.208  0.006
C 2.271 -4.091 -3.115  0.591
O 1.836 -4.933 -3.899  -0.863
N 1.954 -2.849 -3.201  0.915
N 3.284 -4.159 -2.261  0.095
H 2.443 -2.222 -2.578  -0.657
H 1.348 -2.426 -3.889  -0.313
H 3.480 -3.303 -1.763  -0.139
H 3.558 -5.049 -1.870  0.131
C -4.652 7.156 3.433  0.489
O -3.939 7.664 2.626  -0.565
N -4.757 5.853 3.604  -0.075
N -5.636 7.642 4.110  -0.383
H -5.468 5.304 4.066  0.221
H -4.247 5.234 2.991  -0.098
H -5.805 8.638 4.096  0.235
H -6.059 7.065 4.823  0.131
C 3.950 1.858 -1.843  0.385
O 4.945 1.427 -2.516  -0.979
N 4.053 2.833 -0.914  0.108
N 2.720 1.677 -2.096  2.108
H 3.217 3.260 -0.541  0.040
H 4.990 2.901 -0.541  0.278
H 2.552 1.051 -2.871  -0.720
H 2.011 1.787 -1.385  -1.044
C 5.730 -6.331 2.890  -1.610
C 4.347 -6.762 2.532  1.082
C 3.561 -7.212 3.738  -1.232
C 3.140 -6.088 4.687  -1.036
C 2.262 -5.162 3.858  -0.199
C 2.926 -4.595 2.562  2.794
N 3.616 -5.713 1.837  0.988
O 4.223 -5.200 0.661  -0.769
C 1.831 -4.073 1.556  -0.409
C 3.863 -3.461 2.958  -1.175
C 4.477 -7.974 1.535  -1.814
H 6.344 -6.127 2.012  0.380
H 6.214 -7.005 3.596  0.390
H 5.839 -5.349 3.351  0.321
H 2.646 -7.761 3.517  0.303
H 4.160 -7.942 4.282  0.571
H 4.063 -5.566 4.940  0.376
H 2.687 -6.339 5.646  0.509
H 1.995 -4.232 4.360  -0.645
H 1.262 -5.475 3.556  0.303
H 2.352 -3.599 0.724  -0.140
H 1.097 -4.808 1.227  0.009
H 1.301 -3.203 1.945  -0.299
H 4.604 -3.713 3.717  0.555
H 4.412 -3.048 2.112  -0.430
H 3.318 -2.561 3.243  0.053
H 3.516 -8.342 1.174  0.058
H 5.163 -8.646 2.051  0.507
H 4.854 -7.714 0.546  0.356
H 3.465 -5.432 0.119  0.026
C -3.255 3.158 -9.090  -1.806
C -3.271 1.651 -8.914  1.184
C -2.442 1.068 -10.072  -1.109
C -2.211 -0.452 -9.909  -0.994
C -1.504 -0.631 -8.593  -0.900
C -2.156 -0.005 -7.317  2.525
N -2.524 1.340 -7.697  1.150
O -3.083 2.014 -6.554  -0.435
C -3.353 -0.879 -6.839  -1.255
C -1.151 0.090 -6.138  -1.803
C -4.759 1.174 -9.132  -1.803
H -2.365 3.658 -8.709  0.115
H -4.107 3.610 -8.581  0.464
H -3.302 3.491 -10.127  0.464
H -2.972 1.119 -11.023  0.505
H -1.449 1.506 -10.172  0.355
H -1.709 -0.875 -10.778  0.501
H -3.118 -1.052 -9.836  0.303
H -0.451 -0.357 -8.654  0.232
H -1.480 -1.721 -8.578  0.065
H -3.528 -1.678 -7.559  0.218
H -3.192 -1.461 -5.932  0.429
H -4.188 -0.202 -6.657  -0.251
H -1.653 0.356 -5.208  0.053
H -0.758 -0.924 -6.062  0.352
H -0.360 0.810 -6.350  0.074
H -5.243 1.934 -9.745  0.506
H -5.313 1.259 -8.198  0.342
H -4.933 0.188 -9.564  0.288
H -2.309 2.331 -6.083  0.189
C -0.596 -2.676 4.836  -1.549
C 0.011 -1.802 6.018  2.036
C 0.489 -0.416 5.394  -1.426
C -0.529 0.663 5.173  0.642
C -1.191 0.915 6.485  -1.736
C -1.794 -0.298 7.178  2.089
N -0.816 -1.444 7.202  0.281
O -1.260 -2.584 7.732  -0.502
C -2.250 0.161 8.622  -1.698
C -3.111 -0.706 6.396  -2.112
C 1.322 -2.470 6.538  -2.162
H -0.013 -2.809 3.925  -0.403
H -1.615 -2.402 4.561  0.724
H -0.972 -3.668 5.083  1.083
H 1.240 -0.101 6.119  0.855
H 0.961 -0.625 4.434  -0.173
H -1.181 0.279 4.389  -0.963
H -0.016 1.514 4.724  0.709
H -1.987 1.639 6.310  0.318
H -0.631 1.521 7.197  0.352
H -3.172 0.714 8.443  0.325
H -2.364 -0.730 9.240  0.379
H -1.404 0.739 8.994  0.455
H -3.105 -0.433 5.340  0.053
H -3.341 -1.712 6.747  0.484
H -3.977 -0.143 6.746  0.853
H 1.553 -2.101 7.538  0.545
H 2.263 -2.287 6.020  0.152
H 1.122 -3.538 6.624  0.446
H -1.661 -2.961 6.945  0.413
C 3.124 2.393 4.880  -1.772
C 4.366 1.498 4.444  2.261
C 4.165 1.286 2.888  0.225
C 5.369 0.745 2.243  0.589
C 6.509 1.696 2.413  -1.861
C 6.828 1.990 3.951  1.630
N 5.542 2.271 4.739  0.213
O 5.827 2.456 6.089  -0.449
C 7.697 0.838 4.569  -1.810
C 7.795 3.169 3.988  -2.022
C 4.374 0.179 5.193  -1.424
H 3.337 2.744 5.890  0.768
H 2.172 1.881 4.740  -0.004
H 3.117 3.238 4.191  -0.016
H 3.337 0.588 2.763  -1.271
H 3.921 2.220 2.383  0.716
H 5.347 0.627 1.160  -0.434
H 5.692 -0.210 2.658  0.105
H 6.214 2.629 1.932  0.277
H 7.323 1.174 1.909  0.490
H 7.736 0.939 5.654  0.425
H 7.315 -0.143 4.286  0.300
H 8.732 0.969 4.254  0.509
H 8.113 3.281 5.025  0.414
H 8.626 2.953 3.318  0.440
H 7.372 4.146 3.753  0.387
H 5.256 -0.388 4.895  0.307
H 3.474 -0.397 4.983  -0.303
H 4.502 0.260 6.272  0.647
H 6.185 1.600 6.337  0.365
C -0.865 -0.581 1.428  -1.423
C 0.177 -0.163 0.379  1.713
C 0.412 -1.234 -0.744  0.026
C -0.652 -1.117 -1.863  -1.119
C -0.677 0.338 -2.414  -0.623
C -0.935 1.331 -1.365  2.637
N -0.010 1.163 -0.250  0.860
O -0.227 2.185 0.727  0.548
C -0.677 2.713 -2.054  -0.115
C -2.431 1.197 -1.011  -1.486
C 1.540 -0.163 0.995  -0.872
H -1.542 -1.219 0.860  0.338
H -1.255 0.254 2.010  0.232
H -0.339 -1.189 2.164  -0.311
H 1.305 -1.099 -1.355  -0.387
H 0.266 -2.221 -0.305  -0.253
H -1.612 -1.494 -1.510  0.779
H -0.349 -1.778 -2.675  -0.161
H -1.513 0.424 -3.108  0.313
H 0.300 0.521 -2.861  -0.551
H -1.319 3.514 -1.688  -0.755
H 0.285 3.166 -1.815  -0.155
H -0.793 2.689 -3.138  0.137
H -2.802 0.210 -0.737  0.134
H -2.719 1.861 -0.196  -0.478
H -3.044 1.386 -1.893  0.756
H 1.533 0.391 1.934  0.646
H 2.255 0.236 0.276  -0.325
H 1.989 -1.141 1.167  -0.391
H 0.534 2.766 0.662  -0.359
O 5.052 -2.931 -4.723  -0.679
H 4.820 -2.658 -3.836  0.283
H 6.005 -2.848 -4.758  0.273
O -2.301 -5.187 -1.559  -0.608
H -3.066 -5.449 -2.071  0.220
H -1.692 -4.828 -2.205  0.365
O -2.623 4.153 1.951  0.847
H -1.794 3.676 1.942  -0.032
H -3.291 3.471 2.029  -0.413
O -4.578 2.332 2.094  -0.671
H -5.404 2.386 1.614  0.191
H -4.818 1.967 2.945  0.015
O 2.327 5.956 3.264  -0.587
H 2.623 5.576 4.092  0.273
H 3.106 6.377 2.901  0.277
O -5.950 0.550 -0.185  -0.677
H -6.654 0.835 0.398  0.323
H -5.779 1.309 -0.742  0.441
O 2.150 6.554 -1.692  -0.613
H 2.356 7.484 -1.791  0.226
H 2.647 6.123 -2.388  0.263
O 0.099 3.497 -8.332  -0.716
H -0.071 3.729 -7.419  0.322
H -0.017 2.547 -8.363  0.301
O 2.124 4.300 0.567  -0.538
H 2.518 4.529 1.409  0.021
H 1.927 5.142 0.157  0.139

Computed properties:
LUMO energy in eV: -0.523
Frontier orbital gap in eV: 7.6307